Below is a structure of composition C32H42CrN6P2S3, with properties calculated with ωB97M-V/def2-TZVPD.

The spin multiplicity is 4. As for the charge: +1. For the gap between HOMO and LUMO (alpha / beta), the calculation gives 5.6 / 5.6 eV. The HOMO energy (alpha / beta) is -9.2 / -9.4 eV. As for the expectation value of S²: 3.834.

The geometry in XYZ format:
```
86
Properties=species:S:1:pos:R:3:forces:R:3
Cr 0.67738 1.48664 0.28623 0.12 0.47 -0.31
C 2.21005 1.70899 4.38676 -0.03 0.00 0.01
C 1.97214 1.65376 2.91155 0.01 -0.01 0.01
N 0.79176 1.72085 2.39886 0.19 -0.06 0.10
N -0.26750 1.80992 3.25270 -0.11 0.06 0.05
C -1.40737 2.51728 2.89463 -0.04 -0.13 0.21
N -2.25359 2.69275 3.92859 0.09 -0.05 -0.02
S -1.69558 3.05627 1.37730 0.06 -0.02 -0.11
C 3.07960 1.55106 1.94030 0.12 0.02 -0.02
C 4.41883 1.62390 2.29602 -0.13 -0.01 -0.11
C 5.38019 1.60336 1.29514 -0.01 0.00 -0.01
C 4.97866 1.52060 -0.02461 0.00 0.01 -0.01
C 3.62601 1.44676 -0.30997 -0.03 0.01 0.01
N 2.70282 1.44348 0.65094 -0.05 -0.06 0.09
H 1.81038 2.64178 4.79368 0.02 0.00 0.01
H 3.26046 1.65724 4.64287 0.02 0.01 -0.01
H 1.71791 0.87278 4.89245 0.01 -0.01 -0.02
H -0.05649 1.71844 4.23448 -0.02 0.03 0.04
H -2.04724 2.41313 4.87293 -0.01 -0.01 -0.02
H -3.11592 3.17661 3.75228 -0.02 0.03 -0.02
H 4.72337 1.71104 3.32632 -0.02 0.01 0.02
H 6.42879 1.66612 1.55118 0.01 0.00 0.00
H 5.69121 1.52279 -0.83656 0.01 0.00 0.01
H 3.24814 1.40379 -1.32283 0.03 -0.01 0.00
S 0.64285 1.24384 -1.99633 -0.02 0.01 0.00
C 1.26740 2.76505 -2.64790 0.00 -0.04 0.11
C 1.51489 2.86491 -4.01506 0.04 0.06 -0.02
C 2.00611 4.04386 -4.54656 0.00 0.02 0.01
C 2.25657 5.12801 -3.71031 -0.01 0.00 -0.04
C 2.01318 5.03244 -2.35293 0.02 0.00 -0.03
C 1.51205 3.85009 -1.80501 0.10 -0.07 0.06
S 1.15189 3.77430 -0.08591 -0.31 -0.13 -0.06
H 1.31512 2.01436 -4.65444 0.00 -0.01 0.00
H 2.19247 4.11890 -5.60934 0.00 0.01 0.00
H 2.64127 6.05287 -4.11905 0.00 0.00 -0.01
H 2.20071 5.87851 -1.70426 0.00 -0.01 0.02
C -2.84480 1.31710 -1.41799 -0.04 -0.02 -0.02
P -2.20684 0.14008 -0.17064 0.01 0.01 0.10
C -1.64879 -1.25494 -1.24069 0.06 0.00 0.02
N -2.46429 -1.74303 -2.13938 0.00 -0.01 -0.07
C -2.03579 -2.76998 -2.91254 0.01 -0.01 0.00
C -2.89627 -3.31668 -3.89366 0.00 0.00 0.00
C -2.46076 -4.35036 -4.66862 -0.01 0.01 0.00
C -1.15802 -4.88338 -4.50410 0.03 0.01 0.02
C -0.30875 -4.37244 -3.56790 -0.01 0.01 0.01
C -0.73716 -3.29876 -2.75189 0.01 0.02 0.02
N 0.10719 -2.77263 -1.83128 -0.06 -0.03 -0.03
C -0.32542 -1.78239 -1.09465 0.04 -0.01 0.02
P 0.94072 -1.05923 0.04920 -0.09 -0.02 0.07
C 2.46296 -1.50731 -0.84102 0.07 0.01 0.01
C 0.99285 -2.17883 1.54325 -0.01 -0.10 -0.03
C -0.19499 -1.84747 2.43793 0.00 0.00 0.04
C 2.29209 -1.90947 2.30608 0.03 0.02 0.04
C 0.93427 -3.66071 1.16395 0.00 0.02 0.00
C -3.82665 -0.50454 0.56919 -0.07 -0.04 -0.05
C -3.64794 -1.88992 1.19258 0.02 0.00 -0.02
C -4.23610 0.46919 1.67752 0.00 0.02 0.01
C -4.95840 -0.57469 -0.46219 -0.01 0.02 0.00
H -3.52949 2.01171 -0.93042 0.01 0.01 0.02
H -3.37223 0.78807 -2.21054 0.01 0.01 0.00
H -2.01606 1.87799 -1.84082 0.02 0.03 -0.01
H -3.88527 -2.89237 -4.00156 -0.01 0.00 0.00
H -3.11147 -4.77397 -5.42174 -0.01 0.00 0.00
H -0.83990 -5.70277 -5.13452 0.00 0.00 0.00
H 0.69183 -4.75749 -3.42465 0.00 -0.01 -0.01
H 2.48689 -2.57664 -1.03410 0.00 0.00 0.00
H 3.33676 -1.21492 -0.26009 -0.02 0.00 -0.02
H 2.46961 -0.98022 -1.79371 -0.01 0.00 0.00
H -0.22884 -0.79087 2.71100 0.01 0.01 0.00
H -0.14278 -2.44342 3.35296 0.00 0.00 0.01
H -1.12648 -2.09320 1.93748 -0.05 0.00 -0.02
H 2.36703 -0.86978 2.63102 -0.01 -0.02 -0.02
H 3.18100 -2.15327 1.72443 -0.01 -0.01 0.00
H 2.30518 -2.53521 3.20163 0.00 0.00 0.01
H -0.00052 -3.91488 0.66592 -0.01 0.00 -0.01
H 1.00099 -4.25764 2.07694 0.00 -0.01 0.01
H 1.75593 -3.95820 0.51300 0.00 0.01 -0.01
H -3.02855 -1.84940 2.08622 0.03 -0.01 0.02
H -3.22812 -2.61687 0.49497 0.01 0.00 -0.01
H -4.62600 -2.26464 1.50251 -0.01 0.00 0.00
H -3.49628 0.49422 2.48002 0.03 0.01 0.01
H -5.18777 0.14055 2.10333 -0.01 0.01 0.01
H -4.36929 1.48603 1.30389 0.00 0.00 -0.01
H -4.69680 -1.19954 -1.31322 0.00 -0.01 0.00
H -5.23649 0.41263 -0.82876 0.00 0.00 -0.01
H -5.84054 -1.00197 0.02151 -0.01 0.00 0.01
```
Positions in Å, forces in eV/Å.

Below is an isolated molecule of C17H20Cl2N2O2S, with properties calculated with ωB97M-V/def2-TZVPD.

For the gap between HOMO and LUMO, the calculation gives 8.1 eV. The HOMO energy is -7.8 eV.

The geometry in XYZ format:
```
44
Properties=species:S:1:pos:R:3:forces:R:3
C 0.94059 0.33225 3.59607 0.09 0.11 -0.25
C 1.38660 0.51126 2.14246 -0.15 0.04 0.32
N 1.30282 -0.70293 1.35493 0.05 -0.07 0.09
C 0.18444 -0.92549 0.58757 -0.19 -0.03 -0.13
C 0.17993 -1.77917 -0.52794 0.21 -0.12 0.03
C -0.94311 -1.93845 -1.31280 -0.22 0.04 0.11
C -2.11435 -1.25470 -1.02141 0.36 -0.25 0.56
N -3.22995 -1.22576 -1.91087 0.08 0.61 -0.48
S -2.85911 -0.28296 -3.25899 -0.25 -0.06 -0.12
O -1.78796 -0.86342 -4.01780 0.32 0.03 0.13
O -4.07229 0.00473 -3.95531 -0.07 -0.01 0.04
C -2.19525 1.16232 -2.41212 -0.29 -0.40 -0.22
C -0.82045 1.28563 -2.36688 0.21 0.15 -0.01
C -0.25547 2.28929 -1.59787 -0.50 -0.08 -0.10
Cl 1.45398 2.40251 -1.47155 0.40 0.03 0.03
C -1.06147 3.18727 -0.90827 0.10 -0.14 -0.10
C -2.43655 3.07004 -0.97646 -0.13 -0.23 -0.15
C -3.01013 2.04017 -1.71663 0.23 0.13 -0.05
Cl -4.70438 1.82414 -1.74070 -0.51 0.33 0.35
C -2.15066 -0.45076 0.10924 0.07 -0.28 -0.04
C -1.03301 -0.29556 0.89936 -0.04 0.14 0.03
C 2.53923 -1.42471 1.09515 0.31 -0.03 -0.12
C 3.34100 -1.67125 2.37362 -0.22 -0.09 -0.21
C 3.39720 -0.71887 0.03859 -0.23 -0.25 0.08
H -0.05063 -0.10932 3.64611 -0.11 -0.04 0.03
H 1.62476 -0.31518 4.13579 0.06 -0.08 0.07
H 0.91784 1.29924 4.09311 -0.02 0.10 0.13
H 2.41954 0.86457 2.12985 -0.04 0.05 -0.08
H 0.77925 1.28747 1.66561 0.13 -0.02 -0.01
H 1.06917 -2.30913 -0.82596 0.12 -0.01 0.00
H -0.89885 -2.56833 -2.18856 0.04 -0.02 -0.11
H -3.54294 -2.13840 -2.21510 -0.16 -0.09 -0.18
H -0.22300 0.57728 -2.91824 0.16 -0.04 0.03
H -0.61093 3.96902 -0.31681 0.05 0.06 0.05
H -3.07299 3.75663 -0.44216 -0.08 0.06 0.05
H -3.06670 0.05975 0.36290 -0.13 0.07 0.01
H -1.11810 0.33150 1.77001 0.04 0.07 0.13
H 2.25499 -2.41164 0.71960 0.03 0.12 0.04
H 4.17901 -2.32514 2.14446 0.11 -0.03 -0.01
H 3.73939 -0.75110 2.79164 0.05 0.12 0.07
H 2.71974 -2.16135 3.11851 -0.02 -0.04 0.12
H 3.75572 0.23947 0.40686 0.05 0.12 0.06
H 2.81499 -0.53987 -0.86192 -0.02 0.04 -0.12
H 4.25808 -1.33105 -0.21708 0.14 -0.04 -0.05
```
Positions in Å, forces in eV/Å.

Looking at calculated total energy for the records above, in order, we have -4494.76352; -2238.35224 hartree.